(w)
C4H12O3 | ωB97M-V with the def2-TZVPD basis set

ORCA input file:
```
! wB97M-V def2-TZVPD RIJCOSX def2/J DEFGRID3
* xyz 0 1
C -2.43506 -0.42304 -0.98041
C -0.98224 0.23404 -1.00046
C -0.50619 0.34081 0.48285
C 0.51796 1.46294 0.74716
O 0.40762 2.22239 1.71191
H -2.66712 -0.68402 -2.02124
H -2.34199 -1.38456 -0.40225
H -3.29749 0.15996 -0.54751
H -0.51120 -0.24354 -1.84692
H -1.08539 1.37062 -1.25738
H -1.36297 0.54612 1.13305
H 0.19266 -0.46478 0.88388
H 1.26500 1.70824 -0.11155
O -0.07544 -3.52818 2.07699
H 0.23135 -3.45237 1.20098
H 0.51819 -4.17601 2.50029
O 2.60332 0.67196 -2.47420
H 3.41905 1.11192 -2.12932
H 2.58906 0.89057 -3.41444
*
```

Values from the calculation:
LUMO	0.58	eV
frontier orbital gap	10.0	eV

=====

(x)
C4H12O3 | ωB97M-V with the def2-TZVPD basis set

ORCA input file:
```
! wB97M-V def2-TZVPD RIJCOSX def2/J DEFGRID3
* xyz 0 1
C 0.70862 0.24858 -1.94458
C -0.17636 -0.18017 -0.79319
O -1.28973 0.79359 -0.21739
C 0.47940 -0.43914 0.53081
C 1.29506 -1.58784 0.66228
O 0.75481 -2.88242 0.36324
H 0.08497 0.63242 -2.86076
H 1.46793 -0.48465 -2.24722
H 1.26005 1.30389 -1.71994
H -0.89871 -0.93787 -1.00775
H -0.72008 1.56103 0.02929
H 1.13844 0.29595 0.96567
H -0.22409 -0.58987 1.32853
H 2.10210 -1.44885 -0.03877
H 1.74224 -1.69773 1.63394
H -0.18906 -2.80625 0.31282
O -2.82239 2.58523 1.85791
H -2.34974 3.40958 1.99810
H -2.36347 2.22454 1.14702
*
```

Values from the calculation:
LUMO	0.62	eV
frontier orbital gap	11.0	eV

=====

(y)
C4H12O3 | ωB97M-V with the def2-TZVPD basis set

ORCA input file:
```
! wB97M-V def2-TZVPD RIJCOSX def2/J DEFGRID3
* xyz 0 1
C -1.64195 -0.39155 1.60133
C -1.21640 0.38187 0.36883
O -1.75015 1.71915 0.43863
C 0.36782 0.15884 0.14729
C 0.38301 0.58211 -1.43775
O 0.07281 -0.45681 -2.33803
H -2.65177 -0.54455 1.47728
H -1.01451 -1.37008 1.92937
H -1.65904 0.41930 2.49289
H -1.83472 -0.06509 -0.49198
H -1.03189 2.30196 0.58376
H 0.43143 -0.87026 -0.05909
H 0.98491 0.55151 0.94719
H 1.34026 0.92972 -1.80951
H -0.28537 1.38452 -1.53935
H -0.56655 -1.10690 -1.92454
O 3.39650 -1.29105 0.24683
H 2.69770 -1.58710 -0.30637
H 3.97790 -0.74560 -0.32678
*
```

Values from the calculation:
LUMO	0.69	eV
frontier orbital gap	11.0	eV

=====

(z)
C4H12O3 | ωB97M-V with the def2-TZVPD basis set

ORCA input file:
```
! wB97M-V def2-TZVPD RIJCOSX def2/J DEFGRID3
* xyz 0 1
O 0.71893 -1.28822 -0.15902
C 1.09014 -1.75500 1.15783
C 2.23079 -0.96097 1.80263
O 3.58500 -0.95726 1.09066
H 0.09200 -0.56217 -0.19643
H 0.26043 -1.87572 1.85432
H 1.47092 -2.77477 1.10147
H 2.38847 -1.30618 2.82442
H 1.83975 0.03633 2.00408
H 4.08067 -1.64556 1.54027
C -1.80309 2.26679 -1.65666
C -1.77836 0.69214 -1.56092
O -2.63229 0.37283 -0.47989
H -1.43509 2.70659 -0.72970
H -2.76397 2.73622 -1.86746
H -1.16981 2.42951 -2.52877
H -0.79352 0.38191 -1.21170
H -2.10293 0.42288 -2.56603
H -3.27797 1.08064 -0.41903
*
```

Values from the calculation:
LUMO	0.82	eV
frontier orbital gap	11.0	eV

=====

Stability check: which of them is most stable? (w).

=====

(w)
C4H12O3 | ωB97M-V with the def2-TZVPD basis set

ORCA input file:
```
! wB97M-V def2-TZVPD RIJCOSX def2/J DEFGRID3
* xyz 0 1
C 1.13660 0.82602 -1.51427
C 0.06375 0.67551 -0.43705
C -0.06993 -0.83092 -0.01397
C -0.60772 -1.61884 -1.19191
O -1.52169 -2.39403 -1.12116
H 1.39219 1.81477 -1.89542
H 2.03918 0.23285 -1.35643
H 0.74827 0.41155 -2.46774
H 0.56184 1.16954 0.40077
H -0.90268 0.98233 -0.82369
H 0.76527 -1.07639 0.63434
H -0.91067 -0.90507 0.68873
H 0.03773 -1.74318 -2.08482
O -0.81560 -3.60212 3.04929
H -1.47059 -4.29841 3.00339
H -0.65283 -3.42981 3.97861
O -0.28745 4.67733 0.52550
H -0.01992 4.58692 -0.40451
H 0.51426 4.52194 1.03034
*
```

Values from the calculation:
LUMO	0.66	eV
frontier orbital gap	10.2	eV

=====

(x)
C4H12O3 | ωB97M-V with the def2-TZVPD basis set

ORCA input file:
```
! wB97M-V def2-TZVPD RIJCOSX def2/J DEFGRID3
* xyz 0 1
C -2.29775 -0.30199 1.12603
C -1.15574 -1.04825 0.58768
C -0.72909 -2.14803 1.61233
C 0.13250 -0.25029 0.27870
O 0.55955 0.78010 0.85683
H -3.23774 -1.01348 1.20348
H -2.47947 0.59918 0.55504
H -1.96510 0.08214 2.08882
H -1.38943 -1.43376 -0.40870
H -1.12601 -3.14203 1.28075
H -1.08684 -1.85494 2.56826
H 0.40656 -2.05171 1.73342
H 0.63089 -0.46608 -0.68154
O 2.46614 1.25192 -3.53910
H 2.29678 2.11769 -4.12422
H 2.11523 1.53072 -2.71206
O 2.08918 2.54266 -1.00828
H 3.01402 2.54667 -1.23848
H 1.75631 2.25949 -0.17896
*
```

Values from the calculation:
LUMO	0.68	eV
frontier orbital gap	10.8	eV

=====

(y)
C4H12O3 | ωB97M-V with the def2-TZVPD basis set

ORCA input file:
```
! wB97M-V def2-TZVPD RIJCOSX def2/J DEFGRID3
* xyz 0 1
C 0.46115 0.93038 1.84433
C -0.00976 0.24292 0.59349
C 0.65359 0.23753 -0.55631
C 0.03348 -0.29430 -1.81057
O 0.77117 -1.35535 -2.41935
H -0.42325 1.31269 2.36946
H 0.91601 0.21919 2.54181
H 1.16244 1.74739 1.65549
H -0.72730 -0.54093 0.84162
H 1.64456 0.70572 -0.62431
H -0.17334 0.47861 -2.57100
H -0.95815 -0.65047 -1.54570
H 1.64437 -1.01603 -2.65827
O -2.48344 1.91953 -0.52264
H -1.52612 1.79632 -0.53055
H -2.55242 2.85580 -0.28129
O 0.59917 -2.60568 1.47916
H 0.05063 -3.37938 1.62392
H 0.91722 -2.60394 0.57072
*
```

Values from the calculation:
LUMO	0.72	eV
frontier orbital gap	10.2	eV

=====

Stability check: which of them is most stable? (y).

=====

(w)
C4H12O3 | ωB97M-V with the def2-TZVPD basis set

ORCA input file:
```
! wB97M-V def2-TZVPD RIJCOSX def2/J DEFGRID3
* xyz 0 1
C -0.10452 -0.95387 1.20295
C -0.90282 0.02590 0.31835
C -1.24060 1.22873 1.28293
C -2.71274 1.48640 1.45693
O -3.55596 1.11233 0.70207
H 0.20048 -1.88253 0.71883
H 0.81232 -0.52214 1.61776
H -0.77744 -1.17399 2.02506
H -0.57086 0.33854 -0.66496
H -1.88121 -0.42342 0.11204
H -0.64198 1.18853 2.18776
H -0.94894 2.15279 0.75869
H -2.88308 2.16154 2.31136
O -0.11434 -1.82809 -6.80966
H 0.44740 -2.58218 -6.68063
H -0.76985 -1.80996 -6.10613
O 5.52879 0.41105 1.60848
H 5.51244 0.52974 2.55813
H 4.60291 0.54065 1.40003
*
```

Values from the calculation:
LUMO	0.49	eV
frontier orbital gap	10.5	eV

=====

(x)
C4H12O3 | ωB97M-V with the def2-TZVPD basis set

ORCA input file:
```
! wB97M-V def2-TZVPD RIJCOSX def2/J DEFGRID3
* xyz 0 1
C -3.14028 0.54133 1.18924
C -1.87066 0.44675 0.38900
O -0.72381 0.29422 1.26202
C 0.50566 0.12129 0.48510
O 0.86467 1.35059 0.04147
C 1.82079 1.22413 -0.96401
H -4.02026 0.93387 0.65244
H -2.93525 1.19480 2.05385
H -3.37705 -0.46985 1.56082
H -1.67875 1.37059 -0.18992
H -1.98505 -0.38494 -0.33255
H 1.26639 -0.33650 1.14628
H 0.24943 -0.61953 -0.29653
H 2.40840 2.15753 -0.95506
H 1.38010 1.09544 -1.96693
H 2.50092 0.37833 -0.76742
O 3.07714 -2.88609 -0.80588
H 3.21146 -2.77487 -1.77431
H 2.44615 -3.63709 -0.72762
*
```

Values from the calculation:
LUMO	0.64	eV
frontier orbital gap	10.6	eV

=====

Stability check: which of them is most stable? (w).

=====

(w)
CH3IN2O | ωB97M-V with the def2-TZVPD basis set

ORCA input file:
```
! wB97M-V def2-TZVPD RIJCOSX def2/J DEFGRID3
* xyz 0 1
C -0.62710 -2.05993 -0.44615
N 1.01386 2.39816 0.59727
N 0.12162 1.54691 0.61266
O -0.77654 1.34509 1.43181
I 0.06865 -0.32978 -1.12065
H -1.45293 -2.59312 -0.73807
H 0.09709 -2.75953 0.00742
H 1.55535 2.45220 -0.34429
*
```

Values from the calculation:
LUMO (alpha / beta)	-1.20 / -0.58	eV
frontier orbital gap (alpha / beta)	7.2 / 8.3	eV

=====

(x)
CH3IN2O | ωB97M-V with the def2-TZVPD basis set

ORCA input file:
```
! wB97M-V def2-TZVPD RIJCOSX def2/J DEFGRID3
* xyz 0 1
C 0.42273 -0.08617 0.00222
N 1.60755 2.25003 0.02662
N 1.52709 0.79106 -0.05464
O 0.52623 2.77928 0.02329
I 3.21360 -0.18244 -0.00762
H 0.28782 -0.48671 0.92335
H -0.60380 0.45658 -0.15810
H 0.47198 -0.84500 -0.68630
*
```

Values from the calculation:
LUMO	0.01	eV
frontier orbital gap	9.2	eV

=====

Stability check: which of them is most stable? (x).